C5H12S | wB97M-V/def2-TZVPD

```
18
C5H12S | the OMol25 dataset | wB97M-V/def2-TZVPD
C 0.273 -1.687 -1.418
C -1.872 -0.178 -0.347
C -2.479 0.891 0.552
C 2.446 0.464 0.304
C 1.245 -0.175 0.892
S -0.161 -0.295 -0.468
H 0.958 -1.456 -2.146
H -0.617 -2.021 -1.847
H -2.531 -1.056 -0.218
H -2.109 0.577 1.539
H -1.957 1.784 0.117
H -3.485 0.883 0.343
H 3.151 -0.164 -0.297
H 2.121 1.107 -0.406
H 2.866 0.983 1.100
H 0.596 0.370 1.541
H 1.488 -1.164 1.288
H 0.064 1.138 -0.528
```

Properties
SMILES string	C=[S@@H](=CC)CC
energy relative to the best compared isomer or geometry (same formula, charge and spin)	691.5	kJ/mol
orbital gap	7.7687	eV